Computed, not measured: a structure of composition C38H30BrIN2O2PTl in a non-equilibrium geometry, with wB97M-V/def2-TZVPD.

The value obtained for the molecular weight is 988.84 g mol⁻¹. The HOMO energy is -0.28728 Eh. As for the charge: 0. Its total energy is -139090.2130 eV. The value obtained for the HOMO-LUMO gap is 0.2532 hartree.

Each line ends with the Löwdin charge.
CARTESIAN COORDINATES (ANGSTROEM)
Tl: 2.701 0.751 1.148  0.76
O: 3.402 -5.039 1.528  0.02
C: 3.685 -4.501 2.751  -0.28
C: 3.791 -5.396 3.807  -0.03
C: 4.097 -4.957 5.101  -0.07
C: 4.289 -3.567 5.312  -0.10
C: 4.238 -2.711 4.242  -0.04
C: 3.957 -3.116 2.922  -0.07
C: 3.837 -2.052 1.844  -0.48
O: 3.688 -0.828 2.362  -0.44
N: 2.689 -2.453 0.878  -0.08
N: 2.573 -1.467 -0.075  -0.12
C: 2.701 -1.914 -1.334  -0.16
C: 2.587 -1.114 -2.465  -0.61
Br: 2.411 0.795 -2.284  0.74
C: 2.377 -1.611 -3.705  -0.07
C: 2.309 -0.802 -4.948  -0.27
C: 3.301 0.145 -5.194  -0.10
C: 3.139 1.053 -6.264  -0.07
C: 2.000 1.002 -7.067  -0.10
C: 1.050 -0.004 -6.875  -0.09
C: 1.210 -0.926 -5.842  -0.03
H: 3.066 -4.305 0.962  0.07
H: 3.618 -6.409 3.542  0.10
H: 4.226 -5.644 5.953  0.10
H: 4.440 -3.119 6.280  0.09
H: 4.349 -1.659 4.345  0.10
H: 4.630 -2.080 1.069  0.14
H: 1.793 -2.547 1.384  0.14
H: 2.874 -2.998 -1.502  0.15
H: 2.310 -2.707 -3.876  0.14
H: 4.215 0.163 -4.642  0.10
H: 3.919 1.797 -6.551  0.12
H: 1.836 1.845 -7.801  0.12
H: 0.196 -0.010 -7.586  0.11
H: 0.483 -1.750 -5.722  0.12
I: -1.259 -1.524 -1.062  0.94
C: -2.698 -1.542 0.433  -0.67
C: -3.023 -2.759 1.002  -0.18
C: -4.151 -3.013 1.733  -0.10
C: -5.089 -2.024 1.861  -0.03
C: -4.799 -0.727 1.354  -0.16
C: -5.757 0.306 1.390  -0.03
C: -5.485 1.565 0.838  -0.06
C: -4.164 1.916 0.477  -0.09
C: -3.148 0.961 0.419  -0.31
P: -1.389 1.502 0.206  0.97
C: -1.295 2.475 1.742  -0.37
C: -0.834 1.708 2.864  -0.13
C: -0.754 2.288 4.099  -0.10
C: -0.999 3.650 4.248  -0.08
C: -1.594 4.373 3.208  -0.08
C: -1.697 3.815 1.952  -0.09
C: -1.662 2.805 -1.077  -0.37
C: -2.624 2.653 -2.075  -0.11
C: -2.946 3.710 -2.955  -0.08
C: -2.216 4.885 -2.905  -0.09
C: -1.104 4.962 -2.042  -0.10
C: -0.876 3.998 -1.104  -0.12
C: -3.490 -0.432 0.760  -0.20
H: -2.309 -3.552 0.835  0.08
H: -4.324 -4.019 2.165  0.12
H: -6.018 -2.251 2.396  0.12
H: -6.764 0.012 1.732  0.12
H: -6.333 2.274 0.734  0.11
H: -3.916 2.934 0.188  0.10
H: -0.392 0.689 2.649  0.10
H: -0.420 1.655 4.921  0.11
H: -0.770 4.167 5.155  0.09
H: -1.967 5.384 3.315  0.10
H: -2.035 4.364 1.043  0.11
H: -3.211 1.768 -2.221  0.10
H: -3.708 3.532 -3.692  0.10
H: -2.393 5.704 -3.632  0.11
H: -0.356 5.750 -2.201  0.11
H: -0.020 4.178 -0.453  0.11



Computed, not measured: a structure of composition C38H30BrIN3PPdS, with wB97M-V/def2-TZVPD.

The value obtained for the molecular weight is 904.95 g mol⁻¹. The spin multiplicity is 5. The HOMO energy (spin up / spin down) is -0.45975 / -0.48156 Eh. As for the charge: +2. Its energy relative to the best compared isomer or geometry (same formula, charge and spin) is 6.6 kcal per mole. The expectation value of S² is 6.06. Its total energy is -146095.6854 eV. The value obtained for the HOMO-LUMO gap (spin up / spin down) is 0.2588 / 0.1967 hartree.

Each line ends with the Löwdin spin population.
CARTESIAN COORDINATES (ANGSTROEM)
Pd: 0.513 -0.364 0.376  1.12
I: 0.196 1.717 2.220  0.18
C: -1.215 3.137 1.601  0.02
C: -1.726 3.847 2.654  0.01
C: -2.506 4.996 2.447  0.00
C: -2.703 5.431 1.174  0.00
C: -2.197 4.706 0.068  0.00
C: -2.428 5.233 -1.226  0.00
C: -1.986 4.585 -2.336  0.00
C: -1.355 3.342 -2.180  0.01
C: -1.105 2.771 -0.947  0.02
P: -0.691 1.003 -1.132  0.18
C: 0.274 0.912 -2.668  0.02
C: 1.452 1.659 -2.747  0.01
C: 2.223 1.620 -3.898  0.00
C: 1.835 0.826 -4.973  0.01
C: 0.674 0.068 -4.893  0.00
C: -0.113 0.115 -3.746  0.01
C: -2.291 0.198 -1.402  0.03
C: -2.340 -1.172 -1.685  0.02
C: -3.559 -1.809 -1.842  0.00
C: -4.743 -1.097 -1.691  0.02
C: -4.703 0.255 -1.384  0.00
C: -3.484 0.904 -1.241  0.02
C: -1.472 3.488 0.244  0.00
H: -1.504 3.545 3.669  0.00
H: -2.899 5.538 3.296  0.00
H: -3.254 6.342 0.978  0.00
H: -2.963 6.172 -1.306  0.00
H: -2.149 4.986 -3.326  0.00
H: -1.098 2.803 -3.082  0.00
H: 1.761 2.280 -1.916  0.00
H: 3.123 2.218 -3.960  0.00
H: 2.427 0.815 -5.880  0.00
H: 0.356 -0.536 -5.733  0.00
H: -1.035 -0.448 -3.713  0.00
H: -1.427 -1.746 -1.778  0.00
H: -3.584 -2.866 -2.077  0.00
H: -5.695 -1.596 -1.813  0.00
H: -5.622 0.812 -1.260  0.00
H: -3.474 1.960 -1.007  0.00
N: 2.597 -2.655 2.043  0.31
C: 2.502 -2.227 3.286  0.12
C: 3.698 -1.883 3.994  0.13
C: 3.648 -1.625 5.329  0.01
C: 2.414 -1.686 6.003  0.23
C: 1.230 -1.957 5.310  0.00
C: 1.228 -2.190 3.954  0.15
C: -0.053 -2.406 3.244  0.09
C: -0.911 -3.428 3.671  0.04
C: -2.161 -3.599 3.094  -0.01
C: -2.608 -2.726 2.116  0.04
C: -1.795 -1.669 1.700  0.09
C: -0.528 -1.595 2.226  0.57
H: 3.479 -2.621 1.546  0.01
H: 1.795 -2.928 1.474  0.01
H: 4.632 -1.872 3.446  0.00
H: 4.549 -1.384 5.877  0.00
H: 2.379 -1.496 7.067  0.01
H: 0.288 -1.944 5.843  0.00
H: -0.580 -4.101 4.454  0.01
H: -2.798 -4.404 3.435  0.00
H: -3.601 -2.829 1.696  0.00
H: -2.186 -0.935 1.004  0.01
S: 0.923 -2.505 -0.754  0.14
C: 2.498 -2.329 -1.433  0.02
N: 2.646 -1.665 -2.605  0.01
C: 3.842 -1.500 -3.197  0.00
C: 4.951 -2.038 -2.610  0.01
C: 4.751 -2.710 -1.405  0.00
N: 3.565 -2.846 -0.826  0.01
H: 1.815 -1.251 -3.028  0.00
H: 3.841 -0.943 -4.122  0.00
H: 5.930 -1.941 -3.053  0.00
H: 5.591 -3.155 -0.884  0.00
Br: 2.917 0.393 0.220  0.30



Computed, not measured: a structure of composition C38H30CdN12, with wB97M-V/def2-TZVPD.

The value obtained for the molecular weight is 767.15 g mol⁻¹. The HOMO energy (spin up / spin down) is -0.21387 / -0.20812 Eh. As for the charge: 0. Its energy relative to the best compared isomer or geometry (same formula, charge and spin) is 10.2 kcal per mole. Its total energy is -62342.1165 eV. The value obtained for the HOMO-LUMO gap (spin up / spin down) is 0.1850 / 0.1803 hartree.

Each line ends with the Löwdin charge.
CARTESIAN COORDINATES (ANGSTROEM)
Cd: 0.199 0.194 -0.303  1.35
C: -0.108 2.396 -6.567  -0.10
C: -1.428 2.718 -6.221  -0.09
C: -1.963 2.331 -5.006  -0.03
C: -1.145 1.619 -4.136  -0.12
C: -1.366 1.073 -2.812  -0.33
N: -2.533 1.136 -2.189  0.18
C: -2.843 0.707 -0.983  -0.32
C: -4.199 0.736 -0.494  -0.12
C: -5.400 1.123 -1.083  -0.01
C: -6.563 0.958 -0.359  -0.08
C: -6.542 0.414 0.935  -0.09
C: -5.358 0.021 1.524  -0.03
C: -4.177 0.184 0.800  -0.11
C: -2.789 -0.140 1.049  -0.29
N: -2.393 -0.644 2.260  0.10
C: 0.104 -0.436 2.816  -0.45
N: 0.924 -0.473 1.624  0.04
C: 2.005 -1.197 1.828  -0.32
N: 2.909 -1.673 0.964  0.17
C: 2.894 -1.445 -0.340  -0.30
N: 2.116 -0.599 -1.035  0.04
C: 2.469 -0.658 -2.369  -0.29
N: 1.918 -0.052 -3.382  0.19
C: 0.714 0.552 -3.359  -0.29
N: -0.220 0.462 -2.386  0.03
C: 0.176 1.289 -4.484  -0.12
C: 0.706 1.678 -5.711  -0.02
C: 3.596 -1.584 -2.522  -0.11
C: 4.293 -2.027 -3.632  -0.01
C: 5.247 -3.017 -3.437  -0.08
C: 5.480 -3.555 -2.172  -0.08
C: 4.776 -3.112 -1.060  -0.02
C: 3.837 -2.113 -1.252  -0.11
C: 2.114 -1.554 3.258  -0.10
C: 3.083 -2.240 3.968  0.00
C: 2.893 -2.402 5.333  -0.08
C: 1.756 -1.904 5.963  -0.08
C: 0.774 -1.235 5.238  -0.02
C: 0.977 -1.061 3.884  -0.12
N: -2.019 0.176 0.020  0.06
H: 0.276 2.717 -7.527  0.10
H: -2.031 3.280 -6.922  0.10
H: -2.985 2.558 -4.730  0.11
H: -5.402 1.535 -2.084  0.11
H: -7.512 1.243 -0.796  0.10
H: -7.473 0.298 1.475  0.10
H: -5.365 -0.407 2.521  0.10
H: 1.722 1.419 -5.980  0.11
H: 4.089 -1.611 -4.610  0.11
H: 5.816 -3.383 -4.283  0.10
H: 6.219 -4.338 -2.056  0.10
H: 4.940 -3.537 -0.078  0.11
H: 3.956 -2.634 3.463  0.11
H: 3.634 -2.926 5.924  0.10
H: 1.634 -2.045 7.029  0.10
H: -0.116 -0.862 5.734  0.11
N: -0.850 -2.615 0.473  0.00
C: -0.977 -2.702 1.927  -0.20
C: -1.198 -1.363 2.668  -0.21
N: -0.246 0.937 3.149  0.13
H: -1.758 -2.600 0.026  0.07
H: -0.346 -3.417 0.116  0.07
H: -0.070 -3.146 2.342  0.12
H: -1.808 -3.358 2.215  0.11
H: -1.416 -1.653 3.697  0.14
H: -3.185 -0.809 2.858  0.12
H: -0.783 0.952 4.008  0.08
H: -0.843 1.317 2.419  0.06
C: 2.332 2.668 1.387  -0.01
C: 0.949 3.092 1.042  -0.43
N: 0.205 2.604 0.071  0.02
C: -0.970 3.328 0.067  -0.15
C: -0.930 4.262 1.053  -0.09
N: 0.295 4.101 1.664  0.10
H: 2.537 1.709 0.919  0.05
H: 2.442 2.561 2.466  0.08
H: 3.056 3.400 1.025  0.08
H: -1.749 3.145 -0.653  0.09
H: -1.643 5.004 1.366  0.11
H: 0.637 4.627 2.448  0.16



Question: The lowest total energy belongs to which entry?
Answer: C38H30BrIN3PPdS